Entry 1:
109
Properties=species:S:1:pos:R:3:forces:R:3 method="wB97M-V/def2-TZVPD" multiplicity=3 e_lumo_ev="-1.53 / -2.93" total_energy_ev=-79935.4287 charge=+1 relative_energy_kcal_mol=2.08
Pd -0.4563 0.7136 1.1795 -0.105 -0.343 0.290
C -0.4102 6.0752 3.8093 -0.013 0.005 -0.023
C 0.7976 5.3534 3.2600 -0.003 0.067 -0.011
C 2.0936 6.1117 3.4356 0.017 -0.008 -0.003
O 0.5842 5.1811 1.8130 0.080 -0.040 -0.056
P 0.4899 3.7665 1.1378 0.112 0.332 0.021
O -0.0298 2.7423 2.0773 -0.142 -0.216 0.052
C -0.4884 4.0969 -0.3301 0.028 -0.001 0.016
P -0.9596 2.6290 -1.2703 -0.059 -0.036 -0.054
O -1.6849 1.6668 -0.4047 -0.068 0.002 0.006
O -1.7558 3.1502 -2.5159 0.120 -0.025 -0.025
C -3.1231 3.6760 -2.4624 -0.028 0.029 0.012
C -3.2677 4.5796 -3.6651 0.000 0.007 0.014
C -4.1015 2.5239 -2.4518 -0.021 -0.039 -0.013
O 0.3375 2.0009 -1.8706 0.017 -0.001 -0.035
C 1.0098 2.4362 -3.0982 0.002 -0.003 -0.033
C 2.4905 2.2470 -2.8659 0.004 -0.017 0.028
C 0.4661 1.6208 -4.2502 -0.048 -0.001 -0.006
O 1.8818 3.3929 0.5055 0.096 -0.004 -0.109
C 2.9826 2.8742 1.3216 -0.022 0.069 0.005
C 3.0191 1.3668 1.2004 0.122 -0.084 0.045
C 4.2437 3.5432 0.8200 -0.026 0.016 0.003
H -0.2897 6.2330 4.8813 -0.001 -0.001 -0.002
H -1.3143 5.4881 3.6479 0.008 0.016 0.006
H -0.5236 7.0474 3.3271 0.002 -0.019 0.007
H 0.8649 4.3590 3.7015 0.004 -0.026 0.007
H 2.0329 7.0881 2.9535 -0.008 -0.014 0.007
H 2.9336 5.5637 3.0053 -0.017 0.019 0.015
H 2.2912 6.2612 4.4974 0.001 0.001 -0.008
H 0.0612 4.7964 -0.9638 -0.003 0.005 0.004
H -1.4016 4.5873 0.0156 -0.022 0.002 -0.035
H -3.2110 4.2633 -1.5440 -0.032 -0.011 0.030
H -3.1597 4.0022 -4.5842 0.003 0.005 0.010
H -2.5172 5.3697 -3.6552 -0.010 -0.006 0.001
H -4.2553 5.0407 -3.6614 0.005 -0.007 -0.003
H -3.9776 1.9226 -3.3543 -0.007 0.024 0.005
H -5.1180 2.9178 -2.4372 -0.010 -0.020 0.008
H -3.9572 1.8844 -1.5820 0.007 0.037 -0.008
H 0.7816 3.4943 -3.2473 0.000 0.025 0.008
H 2.7068 1.1963 -2.6595 -0.015 0.032 -0.003
H 2.8266 2.8480 -2.0219 0.000 0.003 0.005
H 3.0460 2.5463 -3.7552 -0.009 -0.002 0.008
H 0.6329 0.5584 -4.0663 0.018 -0.008 0.002
H 0.9733 1.8990 -5.1745 0.010 0.001 0.004
H -0.6026 1.7921 -4.3750 0.040 -0.014 -0.009
H 2.7951 3.1615 2.3601 0.008 -0.007 0.008
H 3.0228 1.0682 0.1513 -0.017 0.020 -0.026
H 2.1778 0.8885 1.7050 -0.071 0.068 -0.027
H 3.9327 0.9937 1.6665 -0.007 -0.017 -0.008
H 4.4421 3.2531 -0.2129 -0.001 -0.004 0.008
H 5.0936 3.2396 1.4314 -0.004 0.001 -0.003
H 4.1524 4.6287 0.8641 -0.002 -0.026 0.005
O -0.0487 -1.1613 0.1834 0.216 0.255 -0.085
P 0.0084 -2.6656 0.2996 -0.117 -0.089 0.005
C -1.6681 -3.3154 0.5877 -0.041 -0.004 0.016
C -1.8763 -4.8162 0.2626 0.022 -0.014 -0.033
C -2.6238 -5.0071 -1.0537 -0.012 0.010 0.013
C -4.0305 -4.3954 -0.9847 0.005 0.006 0.015
C -4.0624 -3.1295 -0.1100 0.010 -0.020 -0.015
C -2.7112 -2.4247 -0.1233 0.039 -0.024 0.009
C 1.1523 -3.1137 1.6464 0.086 0.056 -0.022
C 1.3859 -4.6150 1.8877 -0.019 -0.014 0.002
C 0.3984 -5.2385 2.8730 -0.031 -0.004 0.009
C 0.3575 -4.4664 4.1867 0.002 0.015 -0.011
C -0.0504 -3.0195 3.9323 -0.015 -0.016 0.012
C 0.9097 -2.3434 2.9582 -0.040 -0.036 0.011
C 0.6697 -3.3653 -1.2654 0.011 -0.022 -0.018
C 0.1343 -2.5244 -2.4549 -0.006 0.013 0.010
C 1.0775 -2.6067 -3.6521 0.017 -0.012 0.008
C 2.4385 -1.9672 -3.3288 -0.017 0.006 0.005
C 2.7915 -2.1268 -1.8419 0.004 -0.043 -0.028
C 2.2123 -3.4407 -1.3249 0.007 0.004 0.000
H -1.8167 -3.1723 1.6630 0.009 0.002 -0.032
H -2.4614 -5.2727 1.0648 0.000 0.001 0.002
H -0.9277 -5.3580 0.2411 -0.021 -0.001 0.006
H -2.6859 -6.0694 -1.2937 0.005 0.002 -0.004
H -2.0539 -4.5463 -1.8642 0.017 0.028 -0.025
H -4.7325 -5.1318 -0.5885 0.003 0.007 -0.005
H -4.3693 -4.1587 -1.9955 0.000 0.000 0.010
H -4.3092 -3.3910 0.9238 -0.004 0.002 -0.006
H -4.8474 -2.4534 -0.4504 -0.002 -0.002 0.002
H -2.7556 -1.4569 0.3755 -0.007 0.011 -0.006
H -2.4138 -2.2211 -1.1553 0.013 0.000 -0.023
H 2.0746 -2.6892 1.2313 -0.009 -0.022 0.000
H 2.3944 -4.7298 2.2985 -0.006 0.003 -0.009
H 1.3798 -5.1680 0.9442 0.008 0.002 -0.001
H 0.6805 -6.2788 3.0458 -0.011 0.002 0.001
H -0.6083 -5.2549 2.4458 0.049 -0.014 0.023
H 1.3460 -4.4907 4.6584 -0.006 0.001 0.001
H -0.3371 -4.9407 4.8816 0.004 0.001 0.004
H -0.0643 -2.4515 4.8645 -0.014 -0.006 -0.001
H -1.0749 -2.9986 3.5467 0.038 0.015 0.027
H 1.8809 -2.2482 3.4553 -0.004 0.001 -0.003
H 0.5750 -1.3263 2.7382 -0.006 0.054 -0.006
H 0.2783 -4.3833 -1.3429 -0.027 -0.003 0.017
H 0.0353 -1.4803 -2.1465 -0.008 0.003 -0.007
H -0.8623 -2.8650 -2.7358 -0.037 -0.014 0.011
H 0.6230 -2.1175 -4.5156 0.001 0.000 0.000
H 1.2113 -3.6544 -3.9351 0.003 0.013 -0.005
H 2.4318 -0.9073 -3.5958 -0.015 -0.023 -0.005
H 3.2120 -2.4336 -3.9425 0.003 0.009 0.001
H 2.3712 -1.3006 -1.2598 -0.002 0.028 0.019
H 3.8734 -2.1004 -1.7028 -0.004 0.007 0.002
H 2.6450 -3.7235 -0.3671 0.000 0.002 -0.010
H 2.4874 -4.2424 -2.0158 -0.001 -0.001 0.009
C -1.8861 0.2018 2.7202 -0.128 0.041 0.041
H -1.5026 0.6095 3.6539 0.048 -0.004 -0.021
H -2.0005 -0.8798 2.7627 0.046 -0.017 -0.026
H -2.8138 0.6874 2.4262 0.010 0.016 -0.022

---

Entry 2:
113
Properties=species:S:1:pos:R:3:forces:R:3 method="wB97M-V/def2-TZVPD" multiplicity=2 e_lumo_ev="-2.75 / -7.86" total_energy_ev=-58661.3560 charge=+1
C 23.0082 0.4604 -3.9533 -1.206 2.022 -1.512
O 21.8804 0.8970 -4.2350 1.624 -1.129 0.361
N 23.3349 -0.2990 -2.9277 -0.445 -0.746 0.737
C 24.6901 -0.6795 -2.5818 -0.114 0.083 -0.177
C 22.3009 -1.0420 -2.2303 0.370 -0.242 0.518
H 23.9054 0.7156 -4.5383 -0.063 0.302 -0.224
H 25.4823 -0.1255 -3.0852 -0.439 0.196 -0.423
H 24.7974 -1.7365 -2.8254 0.326 -0.084 0.355
H 24.8499 -0.4667 -1.5248 -0.039 -0.427 0.152
H 21.2953 -0.9491 -2.6405 0.377 0.387 -0.205
H 22.6029 -2.0864 -2.3085 -0.236 -0.242 0.224
H 22.3050 -0.7458 -1.1813 -0.181 -0.107 0.122
C 24.5243 -5.7758 2.8985 0.343 0.035 -2.431
O 23.8884 -6.0972 1.8376 1.527 0.820 2.808
N 25.8852 -5.8615 2.9907 0.103 -0.840 -1.061
C 26.7994 -5.2804 3.9983 -1.100 0.682 -0.466
C 26.6353 -6.3094 1.7754 -0.811 0.438 0.128
H 24.0551 -5.2976 3.7722 -0.107 -0.355 -0.138
H 26.2850 -4.5388 4.6095 -0.242 -0.328 0.225
H 27.4951 -4.6728 3.4196 0.411 -0.248 0.200
H 27.2940 -6.0247 4.6223 -0.041 0.010 -0.209
H 27.5975 -6.7538 2.0296 -0.242 -0.047 0.208
H 26.0466 -6.9689 1.1377 -0.009 -0.253 0.493
H 26.8151 -5.4351 1.1498 0.248 0.248 0.019
C 24.2094 -4.8533 -1.0875 -0.155 1.588 1.944
O 24.4625 -3.6812 -1.3653 0.010 -2.285 -0.517
N 24.6598 -5.9866 -1.7399 1.324 -1.250 -1.797
C 24.3344 -7.3230 -1.3262 -1.163 -0.549 1.950
C 25.3205 -6.0477 -3.0207 0.386 1.204 -0.965
H 23.7087 -5.1569 -0.1551 -0.276 0.231 -0.146
H 25.1757 -8.0108 -1.2400 0.749 0.483 -0.255
H 23.6534 -7.8535 -1.9918 -0.114 0.415 -0.709
H 23.8097 -7.3543 -0.3713 0.143 0.491 0.157
H 24.5272 -6.4909 -3.6226 0.293 -0.156 -0.631
H 25.6835 -5.1264 -3.4764 -0.789 0.553 0.458
H 26.2392 -6.6317 -3.0751 -0.336 -0.881 0.791
C 28.7263 -8.5633 -1.0119 -1.283 0.346 -1.021
O 27.5705 -8.4231 -1.4839 1.569 -0.119 0.798
N 29.5752 -9.5560 -1.2957 -0.311 0.032 -0.478
C 30.9190 -9.5954 -0.6947 0.587 -0.886 -0.892
C 29.1372 -10.6314 -2.2211 0.225 -1.267 0.461
H 29.1888 -7.8107 -0.3548 -0.237 -0.053 0.130
H 31.1543 -9.0018 0.1887 -0.992 0.227 -0.020
H 31.6676 -9.3069 -1.4325 -0.041 0.048 -0.197
H 31.1555 -10.6286 -0.4405 -0.139 -0.047 0.104
H 28.2476 -10.4431 -2.8223 0.014 0.675 0.593
H 29.8429 -11.0650 -2.9297 0.883 1.109 -0.025
H 28.9714 -11.5430 -1.6471 -0.551 0.096 0.458
C 22.9113 -9.1667 2.1244 -0.096 2.324 -0.168
C 23.0952 -9.7387 0.7468 -0.833 1.218 -1.812
C 22.7270 -11.1616 0.8352 1.772 -0.785 1.947
O 23.3804 -11.4120 2.0706 0.401 -1.353 2.207
C 23.1398 -10.3038 3.0470 -0.711 -2.598 -1.236
H 21.9533 -8.6468 2.1313 -0.202 -0.263 0.751
H 23.6593 -8.3968 2.3137 -0.168 0.118 -0.193
H 24.1428 -9.5196 0.5401 0.039 -0.812 -0.868
H 22.4084 -9.4084 -0.0325 0.208 1.396 -0.136
H 23.2132 -11.7866 0.0862 -0.115 -0.086 -0.020
H 21.6780 -11.4387 0.9394 -0.327 0.495 -0.388
H 24.0034 -10.3092 3.7121 -0.009 0.305 -0.259
H 22.2471 -10.5389 3.6266 0.004 -0.130 0.152
C 26.6686 -8.1929 -6.5586 0.702 -1.972 -0.854
C 27.6817 -8.0113 -5.4579 1.306 -0.859 0.529
C 27.9244 -6.5003 -5.3554 -0.160 -1.983 -0.445
O 26.8635 -5.9890 -6.0828 -0.792 2.603 -0.935
C 25.9131 -6.9560 -6.4991 -0.668 1.239 1.308
H 26.0922 -9.0995 -6.3746 -0.197 0.117 -0.156
H 27.1161 -8.3048 -7.5462 0.288 -0.034 0.045
H 28.6064 -8.5490 -5.6676 0.046 -0.034 -0.031
H 27.3250 -8.4336 -4.5185 -0.166 0.122 0.101
H 28.8529 -6.2521 -5.8695 0.121 0.411 0.477
H 27.8767 -6.2272 -4.3013 0.416 0.557 -0.003
H 25.3983 -6.6126 -7.3965 0.135 -0.019 0.094
H 25.2317 -7.0231 -5.6511 -0.903 -0.136 -0.142
C 20.0470 -5.5035 -1.1355 -0.896 -0.101 0.850
C 20.4981 -6.3422 0.1230 0.070 -0.071 -1.111
C 19.8504 -5.6246 1.3376 1.111 0.133 -0.312
O 18.7555 -4.8912 0.8194 0.430 -0.139 -0.967
C 19.1679 -4.4022 -0.5104 -0.391 -0.438 1.049
H 19.4101 -6.1067 -1.7825 0.066 -0.117 0.036
H 20.8102 -5.0789 -1.7875 0.292 -0.009 0.325
H 21.5813 -6.4610 0.0953 0.233 0.503 0.711
H 20.1891 -7.3784 -0.0145 -0.564 0.040 0.228
H 20.5771 -4.9713 1.8207 0.379 0.666 -0.413
H 19.6210 -6.2376 2.2093 -0.895 -0.491 -0.531
H 19.6884 -3.4543 -0.3742 0.216 0.033 -0.020
H 18.2539 -4.2148 -1.0739 0.056 -0.017 0.122
C 22.7184 -4.6072 -5.7115 0.306 -0.051 -1.518
C 22.3161 -3.2086 -6.1998 1.000 0.022 -0.442
C 21.0677 -2.9832 -5.4126 0.155 -0.194 -0.109
O 21.3388 -3.5771 -4.1273 0.095 -1.275 0.399
C 22.3785 -4.5936 -4.2606 0.139 1.230 -0.620
H 23.7590 -4.8647 -5.9085 0.178 0.197 0.087
H 22.1521 -5.3629 -6.2559 -0.298 0.004 0.023
H 22.1538 -3.1921 -7.2775 -0.058 0.050 0.039
H 23.0769 -2.4604 -5.9775 0.160 -0.032 0.136
H 20.3138 -3.5004 -6.0062 -0.721 -0.154 0.648
H 20.7830 -1.9428 -5.2559 0.053 -0.100 0.061
H 22.1814 -5.6252 -3.9690 -0.872 0.167 0.669
H 23.2822 -4.2383 -3.7653 -0.101 0.154 0.660
C 25.0680 -10.0494 -4.1014 0.724 -0.111 1.195
C 24.5802 -10.7516 -2.8155 -0.137 0.106 0.074
C 23.0627 -10.7786 -2.9908 0.439 -0.927 -1.007
O 22.9030 -10.9064 -4.4189 -0.625 -0.527 0.461
C 23.9339 -10.2214 -5.0709 -0.004 1.125 -0.526
H 25.9596 -10.5484 -4.4810 0.159 0.225 0.161
H 25.3083 -9.0087 -3.8837 0.039 0.087 -0.209
H 24.8309 -10.2711 -1.8697 0.367 0.126 -0.100
H 25.0352 -11.7421 -2.8170 -0.446 -0.168 0.258
H 22.5401 -9.9080 -2.5947 0.109 0.530 -0.128
H 22.5747 -11.6348 -2.5251 0.084 -0.108 -0.131
H 23.5794 -9.2453 -5.4021 -0.272 0.361 0.002
H 24.3024 -10.6733 -5.9918 -0.517 -0.750 0.093

---

Entry 3:
114
Properties=species:S:1:pos:R:3:forces:R:3 method="wB97M-V/def2-TZVPD" e_lumo_ev=-2.29 total_energy_ev=-123836.5999 charge=+1 relative_energy_kcal_mol=0.00
C 1.7461 3.6950 0.0300 -0.332 0.506 -0.292
C 1.2944 3.4286 -1.4075 -0.068 0.157 0.363
O 1.5642 2.0851 -1.7705 -0.041 -0.135 -0.015
C 1.0144 1.7572 -3.0395 -0.118 0.536 0.052
O 1.9065 1.1110 -3.8697 -0.106 -0.099 -0.022
C 2.4085 -0.1806 -3.4829 0.283 -0.387 0.221
C 1.5966 -0.8827 -2.4146 -0.170 -0.525 -0.047
C 0.2476 -1.3916 -2.9410 0.238 0.125 0.146
C -0.7039 -1.7556 -1.8115 -0.134 -0.593 -0.159
C -2.1232 -2.1245 -2.2990 0.163 0.158 0.421
C -3.1794 -1.2374 -1.6720 0.472 -0.200 -0.144
O -3.2746 -1.6239 -0.2780 -0.179 0.142 0.080
C -4.1046 -0.8998 0.4654 -0.320 0.451 -0.101
C -4.0846 -1.3094 1.9147 -0.130 -0.110 -0.223
O -4.8003 0.0020 0.0360 0.252 -0.452 0.197
C 3.9434 -0.0795 -3.1656 -0.298 0.274 -0.697
C 4.7245 -1.0767 -4.0597 0.035 -0.110 0.606
C 4.7958 -2.5454 -3.6590 0.858 -0.094 -0.701
C 5.9311 -3.2486 -4.4235 -0.575 -0.074 0.013
Br 3.1617 -3.5262 -4.1282 -0.074 -0.031 0.298
O 4.0934 -0.3045 -1.7606 0.163 -0.181 -0.146
C 5.4049 -0.5235 -1.2686 0.458 0.059 0.903
C 5.2736 -1.5977 -0.1823 0.051 -0.119 0.045
C 6.5746 -2.1520 0.3987 -0.046 -0.380 -0.156
C 7.5074 -2.8141 -0.6190 0.597 -0.075 0.383
C 8.8905 -3.1042 -0.0163 -0.391 0.087 -0.480
N 8.8739 -4.2878 0.8434 0.038 0.205 0.151
C 6.0902 0.7798 -0.7838 0.433 -0.182 0.098
C 7.6219 0.7088 -0.9575 -0.381 0.634 0.122
C 5.7293 1.2205 0.6350 -0.582 0.353 -0.096
C 4.2361 1.5213 0.7952 0.172 -0.067 -0.229
B 4.3293 1.4230 -3.6330 -0.011 -0.027 -0.321
N 4.9023 1.6531 -4.9510 -0.215 0.380 0.712
O 4.1011 2.5125 -2.8450 0.387 0.111 0.014
H 0.9430 4.2031 0.5624 -0.031 -0.100 0.159
H 2.5811 4.3932 0.0315 0.238 -0.213 0.139
H 2.0077 2.7834 0.5562 -0.088 -0.005 -0.033
H 1.8076 4.1145 -2.0868 0.006 -0.066 -0.178
H 0.2207 3.6235 -1.4888 -0.064 -0.058 -0.084
H 0.0891 1.1937 -2.8873 0.097 -0.206 0.144
H 0.7471 2.6821 -3.5556 0.089 0.003 -0.110
H 2.3172 -0.7952 -4.3774 -0.017 0.154 -0.178
H 1.4964 -0.3070 -1.4958 -0.015 0.217 -0.092
H 2.1643 -1.7727 -2.1421 0.102 0.085 0.162
H -0.2076 -0.6856 -3.6388 -0.090 0.079 0.047
H 0.4540 -2.2974 -3.5143 -0.099 0.005 -0.198
H -0.2857 -2.6303 -1.3083 0.085 0.085 0.154
H -0.7492 -0.9749 -1.0500 -0.017 0.193 -0.065
H -2.3396 -3.1602 -2.0385 -0.133 -0.067 -0.141
H -2.1856 -2.0332 -3.3824 -0.047 0.021 -0.081
H -2.8382 -0.2040 -1.7014 -0.260 0.171 -0.079
H -4.1534 -1.3336 -2.1444 -0.099 0.041 0.060
H -4.2887 -2.3737 2.0117 0.086 -0.071 -0.012
H -4.8548 -0.7443 2.4292 0.051 0.083 0.139
H -3.1074 -1.1073 2.3460 0.045 0.009 0.050
H 5.7647 -0.7441 -4.0949 0.103 -0.040 -0.039
H 4.3656 -1.0039 -5.0832 -0.077 0.134 -0.060
H 4.9933 -2.6808 -2.6042 -0.489 -0.001 0.178
H 6.1442 -4.2174 -3.9761 0.115 0.003 0.042
H 6.8242 -2.6278 -4.4364 0.138 -0.027 0.109
H 5.6137 -3.4374 -5.4473 0.142 0.120 -0.127
H 6.0843 -0.9450 -2.0106 -0.310 0.095 -0.421
H 4.6228 -1.2377 0.6137 0.042 0.097 0.090
H 4.7432 -2.4556 -0.6030 -0.141 0.079 -0.183
H 7.1459 -1.4202 0.9667 -0.064 0.237 -0.013
H 6.2848 -2.9256 1.1146 -0.018 0.074 0.161
H 7.6888 -2.1867 -1.4899 -0.197 0.102 -0.081
H 7.1096 -3.7715 -0.9629 -0.214 0.043 -0.155
H 9.5730 -3.2747 -0.8505 0.168 -0.104 0.090
H 9.2279 -2.1942 0.4911 0.081 0.013 0.112
H 7.9951 -4.3483 1.3422 -0.059 0.025 0.013
H 9.5826 -4.1890 1.5586 0.101 -0.199 0.007
H 5.7797 1.6038 -1.4281 -0.213 -0.219 -0.191
H 8.1253 0.3066 -0.0817 0.077 -0.324 -0.072
H 7.8926 0.1733 -1.8647 0.164 -0.170 0.034
H 7.9884 1.7304 -1.0725 0.132 -0.004 0.013
H 6.2445 2.1658 0.8224 0.246 -0.086 0.101
H 6.0592 0.5131 1.3934 0.119 -0.140 -0.007
H 3.9962 1.8879 1.7923 0.048 0.098 0.058
H 3.5998 0.6639 0.5897 -0.011 -0.123 -0.022
H 3.9532 2.2870 0.0700 0.048 0.010 0.156
H 4.8664 2.6479 -5.1442 0.204 0.015 -0.144
H 5.8677 1.3584 -5.0116 -0.051 -0.289 -0.383
H 3.7488 2.2643 -1.9854 -0.436 -0.114 0.024
C -8.9172 3.3027 2.7800 0.239 0.019 -0.117
C -9.5823 1.9675 3.0444 -0.177 0.246 0.072
N -8.6454 0.7951 3.2188 0.053 -0.178 -0.251
C -7.9757 0.5450 1.8954 0.061 0.056 0.045
C -9.4495 -0.4600 3.4904 -0.144 -0.013 0.138
C -10.2174 -0.5502 4.7974 0.046 -0.096 0.078
C -7.5223 1.0218 4.2043 -0.060 0.083 0.057
C -7.8377 1.4018 5.6414 0.075 0.134 0.179
O -8.4647 2.6583 5.7382 -0.124 -0.123 -0.053
C -9.5980 2.7361 6.5953 0.008 0.099 -0.051
H -8.3502 3.3086 1.8493 -0.069 0.003 -0.028
H -9.6982 4.0554 2.6821 -0.049 -0.035 -0.003
H -8.2652 3.6176 3.5889 -0.066 -0.025 0.077
H -10.2180 1.7034 2.1987 -0.004 -0.110 0.020
H -10.2174 2.0165 3.9233 0.118 0.020 0.076
H -8.7423 0.3729 1.1456 0.001 0.001 -0.030
H -7.3407 -0.3312 1.9874 0.041 0.006 -0.050
H -7.3715 1.4045 1.6276 0.039 -0.036 -0.044
H -8.7472 -1.2886 3.4140 0.018 -0.002 -0.050
H -10.1439 -0.5280 2.6542 0.044 -0.004 -0.049
H -9.5833 -0.8523 5.6263 -0.010 0.063 0.015
H -10.9642 -1.3365 4.6908 -0.022 0.025 -0.089
H -10.7479 0.3627 5.0598 0.004 0.003 0.003
H -6.9069 1.8036 3.7638 0.038 -0.008 0.009
H -6.9444 0.0968 4.2044 0.026 0.003 0.014
H -6.8598 1.4687 6.1331 0.046 -0.091 -0.056
H -8.3906 0.6316 6.1737 -0.082 0.010 -0.065
H -9.5961 1.9471 7.3486 0.030 -0.004 0.015
H -10.5244 2.6798 6.0138 -0.013 -0.056 0.037
H -9.5733 3.7004 7.0972 0.025 0.001 0.005